(1)
A molecular structure, C35H35BrCrIN3O3Si in a non-equilibrium geometry. Source: the OMol25 dataset; level of theory: ωB97M-V with the def2-TZVPD basis set.

Summary:
* HOMO-LUMO gap (spin up / spin down): 6.61 / 7.02 eV
* charge: +1
* energy relative to the best compared isomer or geometry (same formula, charge and spin): 163.90 kJ/mol
* HOMO energy (spin up / spin down): -0.4046 / -0.4042 Ha
* 2S+1: 2
* M: 832.573 g mol⁻¹
* expectation value of S²: 0.783

Geometry (Å):
Cr  0.281  -0.256  1.684
C  -3.620  -2.750  1.739
C  -2.557  -3.131  0.764
N  -2.772  -4.139  -0.032
C  -1.880  -4.465  -0.965
C  -0.681  -3.810  -1.153
C  0.214  -4.291  -2.278
O  0.927  -3.281  -2.959
C  -0.339  -2.763  -0.242
C  0.938  -2.155  -0.320
N  1.499  -1.274  0.479
C  2.834  -0.907  0.261
C  3.657  -1.579  -0.662
C  4.973  -1.238  -0.882
C  5.560  -0.202  -0.178
C  4.789  0.499  0.729
C  3.465  0.148  0.942
I  2.390  1.405  2.304
C  -1.335  -2.383  0.720
O  -1.159  -1.389  1.506
H  -4.486  -3.385  1.588
H  -3.895  -1.705  1.597
H  -3.254  -2.871  2.758
H  -2.165  -5.305  -1.584
H  -0.393  -4.862  -2.991
H  0.971  -4.976  -1.873
H  0.314  -2.758  -3.489
H  1.509  -2.506  -1.171
H  3.262  -2.391  -1.249
H  5.534  -1.792  -1.616
H  6.593  0.062  -0.328
H  5.219  1.323  1.274
C  -0.699  3.906  1.558
C  -1.690  3.283  0.576
C  -2.404  4.388  -0.194
C  -2.719  2.442  1.332
Si  -0.728  2.071  -0.625
O  -0.162  0.944  0.341
C  0.770  2.843  -1.504
C  0.686  4.028  -2.223
C  1.781  4.522  -2.910
C  2.981  3.832  -2.896
C  3.079  2.642  -2.194
C  1.978  2.156  -1.514
C  -1.858  1.235  -1.903
C  -2.036  -0.143  -1.846
C  -2.834  -0.804  -2.761
C  -3.473  -0.086  -3.760
C  -3.307  1.288  -3.833
C  -2.499  1.939  -2.917
H  -1.219  4.541  2.275
H  0.035  4.516  1.036
H  -0.172  3.132  2.117
H  -2.969  5.020  0.492
H  -3.101  3.973  -0.919
H  -1.690  5.024  -0.711
H  -3.217  3.037  2.098
H  -2.236  1.586  1.819
H  -3.477  2.064  0.648
H  -0.244  4.573  -2.255
H  1.694  5.448  -3.461
H  3.836  4.218  -3.431
H  4.006  2.086  -2.178
H  2.040  1.214  -0.990
H  -1.532  -0.691  -1.065
H  -2.962  -1.876  -2.684
H  -4.105  -0.593  -4.474
H  -3.810  1.854  -4.604
H  -2.363  3.006  -2.997
Br  2.750  -4.485  4.901
C  1.554  -3.029  4.730
C  0.714  -2.668  5.778
C  -0.139  -1.590  5.577
C  -0.126  -0.941  4.360
N  0.674  -1.298  3.343
C  1.506  -2.325  3.537
H  0.731  -3.200  6.716
H  -0.817  -1.271  6.355
H  -0.773  -0.086  4.171
H  2.154  -2.600  2.715

Forces on atoms 1 to 2 (eV/Å):
Cr -0.78 0.44 -2.73
C 0.09 0.06 0.01

Mulliken population analysis, charges in e, atoms 1 to 5: atom 1 (Cr): -1.1741, atom 2 (C): -1.1683, atom 3 (C): 0.3697, atom 4 (N): -0.5969, atom 5 (C): -1.1189



(2)
7 unconnected molecules or ions with the total composition C35H35ClNO10 in a non-equilibrium geometry. Source: the OMol25 dataset; level of theory: ωB97M-V with the def2-TZVPD basis set.

Summary:
* HOMO-LUMO gap: 7.63 eV
* charge: -1
* energy relative to the best compared isomer or geometry (same formula, charge and spin): 216.55 kJ/mol
* HOMO energy: -0.1959 Ha
* M: 665.115 g mol⁻¹

Geometry (Å):
Cl  35.511  14.704  8.852
N  29.857  14.011  8.910
C  29.245  13.085  9.755
C  30.064  12.164  10.544
C  31.471  12.219  10.436
C  32.049  13.082  9.560
C  31.287  13.923  8.823
H  28.081  13.308  9.703
H  29.814  11.527  11.236
H  32.020  11.638  11.286
H  33.106  13.180  9.538
H  31.728  14.661  7.954
C  34.478  10.155  13.938
C  34.812  10.157  12.466
C  34.904  11.282  11.753
C  34.513  12.554  12.397
C  34.415  12.666  13.870
C  34.388  11.408  14.596
O  34.362  11.387  15.983
O  35.153  11.363  10.400
H  34.560  9.388  14.490
H  35.145  9.330  11.904
H  34.587  13.650  11.777
H  34.242  13.574  14.370
H  34.422  12.216  16.503
H  35.280  12.299  10.029
C  37.991  14.940  13.357
C  37.000  14.935  12.178
C  35.847  15.815  12.473
C  35.568  16.321  13.823
C  36.583  16.228  14.840
C  37.657  15.409  14.669
O  38.515  15.340  15.698
O  34.879  16.161  11.505
H  38.843  14.109  13.176
H  37.153  14.434  11.189
H  34.926  17.046  13.909
H  36.598  16.740  15.764
H  39.230  14.972  15.114
H  34.961  15.775  10.650
C  33.916  19.554  7.856
C  34.763  18.334  8.218
C  36.249  18.453  8.018
C  36.693  19.564  7.436
C  35.924  20.660  7.099
C  34.486  20.617  7.248
O  33.816  21.669  6.753
O  36.941  17.315  8.194
H  32.918  19.404  7.934
H  34.405  17.661  8.927
H  37.758  19.620  7.232
H  36.270  21.573  6.931
H  32.920  21.477  6.350
H  36.388  16.410  8.379
C  40.898  10.468  8.612
C  39.401  10.597  8.291
C  38.796  11.802  8.381
C  39.560  12.975  8.581
C  40.912  12.871  8.861
C  41.601  11.649  8.832
O  42.922  11.577  9.173
O  37.481  11.893  8.223
H  41.300  9.610  8.980
H  38.816  9.752  8.242
H  38.997  13.915  8.542
H  41.598  13.791  9.061
H  43.084  12.487  9.194
H  37.228  12.888  8.390
C  33.965  13.526  3.898
C  33.420  12.134  3.577
C  33.526  11.102  4.430
C  34.134  11.290  5.699
C  34.540  12.561  6.018
C  34.519  13.634  5.192
O  34.902  14.937  5.609
O  33.126  9.877  4.034
H  33.678  14.474  3.299
H  32.766  11.932  2.657
H  34.382  10.481  6.282
H  34.902  12.639  7.037
H  35.081  14.802  6.362
H  32.887  10.151  3.143

Forces on atoms 1 to 2 (eV/Å):
Cl 0.14 -0.49 -0.04
N 2.26 -2.47 1.31

Mulliken population analysis, charges in e, atoms 1 to 5: atom 1 (Cl): -0.6012, atom 2 (N): -0.5184, atom 3 (C): -0.2838, atom 4 (C): -0.6220, atom 5 (C): 0.0506



(3)
5 unconnected molecules or ions with the total composition C35H35FN6O3S in a non-equilibrium geometry. Source: the OMol25 dataset; level of theory: ωB97M-V with the def2-TZVPD basis set.

Summary:
* HOMO-LUMO gap: 9.01 eV
* charge: 0
* energy relative to the best compared isomer or geometry (same formula, charge and spin): 0.00 kJ/mol
* HOMO energy: -0.3246 Ha
* M: 638.769 g mol⁻¹
* SMILES string: CC[C@@](C#N)([C@@](F)(C#N)CC(=O)c1ccccc1)S(C)(=O)=O.c1ccncc1.c1ccncc1.c1ccncc1.c1ccncc1

Geometry (Å):
C  6.201  1.787  0.623
C  4.959  1.118  -0.080
C  4.164  2.074  -1.097
C  3.542  1.096  -2.162
N  2.860  0.417  -2.785
C  2.982  2.838  -0.295
F  3.411  2.967  1.060
C  2.795  4.316  -0.786
N  2.652  5.419  -1.051
C  1.618  2.040  -0.231
C  0.601  2.377  -1.385
O  0.890  2.732  -2.504
C  -0.940  2.190  -1.071
C  -1.400  1.375  0.098
C  -2.918  1.201  0.318
C  -3.933  1.818  -0.595
C  -3.442  2.632  -1.727
C  -1.975  2.806  -1.959
S  5.258  3.218  -2.061
C  6.613  2.142  -2.738
O  4.593  3.763  -3.257
O  5.878  4.271  -1.254
H  6.604  1.014  1.352
H  5.886  2.653  1.277
H  7.052  2.044  -0.054
H  5.328  0.250  -0.709
H  4.238  0.660  0.666
H  1.120  2.358  0.738
H  1.776  0.924  -0.113
H  -0.663  0.892  0.799
H  -3.322  0.599  1.176
H  -5.033  1.695  -0.485
H  -4.110  3.134  -2.469
H  -1.581  3.418  -2.816
H  6.324  1.058  -2.784
H  6.818  2.468  -3.798
H  7.577  2.314  -2.176
N  -1.594  -1.143  3.191
C  -1.607  0.086  3.728
C  -2.186  0.386  4.951
C  -2.794  -0.637  5.660
C  -2.797  -1.915  5.126
C  -2.187  -2.113  3.898
H  -1.124  0.855  3.135
H  -2.163  1.397  5.338
H  -3.259  -0.441  6.618
H  -3.262  -2.739  5.650
H  -2.162  -3.097  3.442
N  -6.285  -0.187  -1.015
C  -7.525  -0.332  -0.527
C  -8.148  -1.558  -0.365
C  -7.451  -2.700  -0.731
C  -6.169  -2.571  -1.240
C  -5.639  -1.295  -1.359
H  -8.028  0.591  -0.258
H  -9.151  -1.618  0.037
H  -7.903  -3.679  -0.620
H  -5.594  -3.438  -1.539
H  -4.639  -1.140  -1.749
N  3.662  -1.110  2.131
C  2.448  -1.325  2.630
C  1.897  -2.576  2.812
C  2.647  -3.685  2.459
C  3.919  -3.494  1.937
C  4.378  -2.192  1.793
H  1.892  -0.430  2.892
H  0.901  -2.679  3.221
H  2.247  -4.685  2.585
H  4.538  -4.332  1.646
H  5.364  -1.988  1.388
N  -2.455  -2.060  -1.867
C  -2.706  -2.542  -3.092
C  -1.744  -2.676  -4.078
C  -0.448  -2.283  -3.783
C  -0.171  -1.777  -2.525
C  -1.210  -1.691  -1.610
H  -3.737  -2.830  -3.275
H  -2.001  -3.076  -5.050
H  0.336  -2.368  -4.527
H  0.828  -1.456  -2.258
H  -1.043  -1.305  -0.610

Forces on atoms 1 to 2 (eV/Å):
C -0.34 -0.68 1.32
C 0.68 -0.15 -0.64

Mulliken population analysis, charges in e, atoms 1 to 5: atom 1 (C): -1.2114, atom 2 (C): -0.4141, atom 3 (C): 0.9514, atom 4 (C): -0.2990, atom 5 (N): -0.5926